Record 1
Below is a structure of composition C33H26Br4N7O2SYb, with properties calculated with wB97M-V/def2-TZVPD.

Cartesian coordinates (Å):
Yb 0.5199 0.9282 -0.6333
C -2.3375 2.1667 -4.1355
C -1.2222 1.8689 -3.3370
N -1.3026 1.6468 -2.0419
C -2.5031 1.7556 -1.4189
C -3.6702 2.0966 -2.1376
C -3.5578 2.2668 -3.5324
C -4.8888 2.2870 -1.4452
C -4.8927 2.2503 -0.0836
C -3.7365 1.9097 0.6468
C -2.5606 1.5559 0.0147
N -1.4068 1.1114 0.6091
C -1.3331 0.7115 1.9118
C -2.3475 0.1648 2.6744
C -2.1637 -0.1301 4.0389
C -0.9713 0.0875 4.6635
C 0.1403 0.5045 3.8932
C 1.4391 0.6201 4.4398
C 2.4867 0.9325 3.6257
C 2.2420 1.1265 2.2478
N 1.0445 1.0552 1.7168
C -0.0195 0.7701 2.5214
H -2.2090 2.3239 -5.2017
H -0.2314 1.8087 -3.7824
H -4.4445 2.5085 -4.1116
H -5.7876 2.5192 -2.0059
H -5.8010 2.4842 0.4632
H -3.7904 1.9278 1.7243
H -3.3069 -0.0281 2.2232
H -3.0074 -0.5211 4.6035
H -0.8580 -0.0692 5.7290
H 1.5818 0.4336 5.5009
H 3.5043 1.0030 3.9931
H 3.0643 1.3327 1.5670
Br 6.8444 2.6440 -2.8530
C 5.0761 2.7270 -2.1890
C 4.4648 3.9480 -1.9754
Br 5.3865 5.5617 -2.3213
C 3.1445 3.9844 -1.5140
Br 2.2383 5.6183 -1.2229
C 2.4421 2.8233 -1.2503
O 1.1829 2.8367 -0.8516
C 3.0919 1.5683 -1.4165
O 2.4457 0.4545 -1.1141
C 4.3816 1.5476 -1.9120
Br 5.1504 -0.1508 -2.2258
N -2.0050 -1.2545 -1.5161
C -1.1024 -1.4571 -2.5111
C -1.4241 -2.2976 -3.5938
C -0.5321 -2.4215 -4.6253
C 0.6786 -1.7308 -4.5687
C 0.9195 -0.9295 -3.4778
N 0.0543 -0.7823 -2.4569
H -2.7443 -1.9232 -1.4139
H -1.6796 -0.8804 -0.6397
H -2.3788 -2.8152 -3.5936
H -0.7571 -3.0642 -5.4719
H 1.4088 -1.8130 -5.3630
H 1.8501 -0.3840 -3.3760
C 2.4928 -3.9756 1.3156
N 1.4108 -3.6422 2.2015
C 1.1306 -4.4110 3.4045
C -0.1500 -3.7542 3.9425
N -0.5510 -2.8942 2.8422
C 0.4020 -2.8136 1.8952
S 0.3029 -1.9360 0.4797
H 3.4369 -3.9936 1.8602
H 2.5521 -3.2180 0.5417
H 2.3259 -4.9522 0.8495
H 1.9642 -4.3448 4.0996
H 0.9858 -5.4658 3.1465
H 0.0451 -3.1721 4.8434
H -0.9156 -4.4809 4.1669
H -1.2424 -2.1655 2.9236

Properties
HOMO level (spin up / spin down) (eV): -7.01 / -7.01
2S+1: 2
Expectation value of S²: 0.75
ΔE to the lowest compared entry with this formula, charge and spin (kJ/mol): 0.0
Gap between HOMO and LUMO (spin up / spin down) (eV): 6.805 / 6.797

=====

Record 2
Below is the ion C9H17N2O with charge +1, with properties calculated with wB97M-V/def2-TZVPD.

Cartesian coordinates (Å):
C 0.0732 0.5028 1.2648
C -1.9143 0.5694 -1.1535
C -2.9633 1.3432 -0.5220
C -2.9684 -1.0355 0.5976
C -2.2875 0.1515 0.2604
C 2.2982 -1.5432 0.5824
C 2.1341 -0.2060 -1.6007
C 2.9451 0.9872 0.4646
C 1.9838 -0.1752 -0.1105
N 0.6694 0.0607 0.2278
N -1.2745 0.5944 1.2408
O -3.9458 -1.5853 -0.0205
H 0.4480 0.8904 2.1035
H -2.2639 -0.1011 -2.0244
H -0.8290 0.7762 -1.4709
H -2.6861 2.3021 -0.0968
H -3.9750 1.3307 -0.8231
H -2.8149 -1.4085 1.5842
H 1.7285 -2.4259 0.0743
H 3.3134 -1.9344 0.4510
H 2.1498 -1.5243 1.6657
H 1.7549 -1.1348 -2.0717
H 3.1744 -0.0939 -1.8907
H 1.7337 0.7917 -2.0295
H 3.9214 0.5131 0.4312
H 2.7071 2.0107 0.0978
H 2.5786 1.0334 1.5432
H -1.5927 0.8945 2.1983
H -4.0986 -1.5839 -0.9735

Properties
HOMO level (eV): -11.91
2S+1: 1
ΔE to the lowest compared entry with this formula, charge and spin (kJ/mol): 418.5
Total charge: +1
Gap between HOMO and LUMO (eV): 6.276

=====

Record 3
Below is a cluster of 15 separate species, C46H125N7O15 in total, with properties calculated with wB97M-V/def2-TZVPD.

Cartesian coordinates (Å):
C 18.3170 -33.4945 -18.1576
C 18.4943 -32.1517 -17.4166
C 19.3770 -32.3535 -16.1450
C 20.7693 -31.7434 -16.2265
C 21.2805 -31.7301 -17.6505
C 20.4282 -30.9425 -18.6563
N 19.0184 -31.0754 -18.2629
O 18.1130 -30.7390 -19.3139
C 20.7553 -29.4553 -18.5656
C 20.6753 -31.4660 -20.1002
C 17.1176 -31.6892 -16.9258
H 19.2645 -33.7690 -18.6157
H 17.5056 -33.4856 -18.8858
H 17.9412 -34.1838 -17.3970
H 18.8534 -32.0408 -15.2389
H 19.4668 -33.4358 -16.0098
H 21.4299 -32.3553 -15.6056
H 20.7879 -30.7429 -15.7926
H 21.6288 -32.6928 -18.0255
H 22.1820 -31.1207 -17.5206
H 21.7837 -29.2149 -18.8393
H 20.1658 -28.8895 -19.2932
H 20.4943 -29.0071 -17.6063
H 20.2298 -30.7039 -20.7368
H 21.7270 -31.7048 -20.2339
H 20.0756 -32.3763 -20.1711
H 17.1417 -30.6322 -16.6472
H 16.7045 -32.3190 -16.1365
H 16.3728 -31.7619 -17.7262
H 17.6180 -30.0426 -18.8655
C 11.0472 -33.7487 -19.0832
C 12.3396 -33.4680 -18.2900
C 11.9696 -32.6533 -17.0431
C 13.0729 -32.6955 -16.0007
C 13.2519 -34.1462 -15.5803
C 13.6102 -35.1318 -16.7183
N 12.7746 -34.8260 -17.8851
O 13.1456 -35.6190 -18.9983
C 15.1225 -35.1047 -16.9725
C 13.2814 -36.5267 -16.1635
C 13.3906 -32.7130 -19.1378
H 10.4852 -32.8455 -19.3430
H 10.3853 -34.4313 -18.5544
H 11.2553 -34.2004 -20.0555
H 11.6337 -31.6579 -17.3349
H 11.0577 -33.1642 -16.7144
H 12.8165 -32.0886 -15.1300
H 14.0396 -32.3266 -16.3580
H 12.2970 -34.4387 -15.1331
H 13.9823 -34.2313 -14.7737
H 15.6587 -34.9471 -16.0320
H 15.5590 -35.9899 -17.4338
H 15.3604 -34.2370 -17.5921
H 13.8101 -36.7702 -15.2382
H 12.2175 -36.5848 -15.9144
H 13.4532 -37.3811 -16.8217
H 13.0887 -31.7033 -19.4121
H 13.4430 -33.2754 -20.0725
H 14.3610 -32.7333 -18.6474
H 14.0481 -35.3319 -19.2725
C 17.7944 -27.5929 -17.9692
O 16.3898 -27.4593 -17.8846
H 18.1592 -28.0299 -18.9093
H 18.2954 -26.6258 -17.9272
H 18.2182 -28.3417 -17.2961
H 16.0422 -27.2065 -18.7466
C 20.9262 -24.9724 -17.7074
O 21.2833 -26.3472 -17.6805
H 21.1927 -24.5282 -18.6631
H 19.8418 -24.9053 -17.5614
H 21.4370 -24.4530 -16.8910
H 21.2061 -26.6511 -16.7587
C 13.6219 -29.3975 -17.6361
O 13.7091 -28.0643 -17.2278
H 12.7368 -29.8464 -17.1661
H 13.3591 -29.5483 -18.6916
H 14.4463 -30.0566 -17.3470
H 14.6254 -27.7638 -17.3257
C 20.5146 -36.3880 -14.5046
O 20.8099 -37.0248 -15.7455
H 21.3971 -35.8069 -14.2456
H 19.5711 -35.8434 -14.5583
H 20.4078 -37.1420 -13.7184
H 20.3387 -37.8587 -15.8262
C 24.7596 -32.3713 -17.9034
O 25.5807 -32.5166 -16.7738
H 24.6813 -31.3030 -18.1251
H 25.2016 -32.8377 -18.7933
H 23.7560 -32.7534 -17.7080
H 25.3960 -33.3729 -16.3646
C 22.8485 -29.1300 -21.5358
O 22.1704 -27.9103 -21.3018
H 23.0105 -29.7180 -20.6274
H 22.2101 -29.7787 -22.1409
H 23.7831 -28.9718 -22.0816
H 22.5402 -27.5411 -20.4924
C 21.3341 -35.8393 -19.1054
O 21.9886 -36.8067 -18.3019
H 21.4364 -34.8594 -18.6276
H 21.8644 -35.7490 -20.0549
H 20.3036 -36.1318 -19.3140
H 21.4637 -36.9699 -17.5035
C 15.5116 -28.7219 -14.5413
O 15.9731 -29.3552 -13.3415
H 14.5250 -29.1033 -14.7923
H 15.4735 -27.6352 -14.4486
H 16.2026 -28.9802 -15.3511
H 16.6522 -28.7361 -13.0142
C 16.2653 -34.3627 -12.8584
C 15.9690 -32.9070 -12.5616
C 15.9173 -32.5669 -11.0768
O 14.8737 -33.2974 -10.4784
C 14.8322 -33.1124 -9.0894
N 16.9455 -32.0508 -13.2522
H 15.4413 -35.0047 -12.5188
H 17.0484 -34.7399 -12.1917
H 16.4347 -34.6942 -13.8818
H 14.9749 -32.6334 -12.9456
H 15.8459 -31.4876 -10.8935
H 16.8846 -32.8173 -10.6142
H 14.1131 -33.7646 -8.6033
H 14.6311 -32.0700 -8.8091
H 15.8263 -33.2879 -8.6546
H 16.8827 -32.2448 -14.2431
H 16.6189 -31.0914 -13.0881
C 15.6787 -37.3192 -20.5126
C 16.5123 -36.0398 -20.4865
C 17.4414 -35.9482 -21.7005
O 18.5358 -35.1053 -21.4161
C 19.6223 -35.0742 -22.2961
N 15.6515 -34.8661 -20.3123
H 15.0803 -37.3684 -21.4276
H 14.9399 -37.4052 -19.7178
H 16.3889 -38.1461 -20.4836
H 17.1638 -36.0739 -19.6081
H 16.9067 -35.6841 -22.6214
H 17.8019 -36.9527 -21.9687
H 20.4686 -34.5164 -21.8957
H 19.4000 -34.7897 -23.3274
H 20.0377 -36.0959 -22.3087
H 15.1008 -34.6995 -21.1570
H 16.2073 -34.0106 -20.3426
C 25.0665 -33.7263 -11.6261
C 25.3844 -33.7096 -13.1290
C 24.3677 -34.4416 -14.0120
O 24.9932 -34.8636 -15.1871
C 24.0963 -35.5487 -16.0280
N 25.5809 -32.2737 -13.4692
H 24.1178 -33.2178 -11.4468
H 25.9189 -33.3600 -11.0668
H 24.8524 -34.7524 -11.3025
H 26.3735 -34.1193 -13.3508
H 23.5846 -33.6931 -14.2054
H 23.9517 -35.2433 -13.3891
H 23.1825 -34.9541 -16.2141
H 23.6223 -36.4072 -15.5377
H 24.4326 -35.7764 -17.0357
H 24.6825 -31.8824 -13.7474
H 26.1331 -32.2199 -14.3217
C 16.7021 -32.7040 -23.9184
C 17.5673 -31.9631 -22.9018
C 17.2273 -30.4686 -22.8299
O 17.4279 -29.7406 -24.0197
C 18.7900 -29.5684 -24.3517
N 17.3129 -32.5444 -21.5975
H 16.6310 -32.0871 -24.8232
H 15.6612 -32.7182 -23.5827
H 16.9928 -33.7050 -24.2306
H 18.6253 -32.1301 -23.1585
H 17.7692 -30.0101 -21.9940
H 16.1567 -30.4204 -22.6193
H 19.3141 -29.1333 -23.4914
H 18.7954 -28.8095 -25.1352
H 19.2858 -30.4757 -24.7031
H 17.6981 -33.4974 -21.5190
H 17.7959 -32.0569 -20.8452
C 20.2161 -28.7391 -13.8820
C 19.4522 -27.4379 -14.2433
C 18.8315 -26.7694 -13.0376
O 18.0417 -27.8026 -12.4326
C 17.5137 -27.4420 -11.1513
N 20.3810 -26.5472 -14.9199
H 20.6075 -28.5522 -12.8782
H 21.0067 -29.0052 -14.5765
H 19.4791 -29.5382 -13.8166
H 18.6214 -27.7222 -14.8980
H 18.1648 -25.9280 -13.2607
H 19.5892 -26.3895 -12.3394
H 17.8229 -26.4783 -10.7465
H 17.8701 -28.1674 -10.4147
H 16.4286 -27.5356 -11.2038
H 20.0922 -25.5675 -14.8571
H 21.2088 -26.4645 -14.3219

Properties
HOMO level (eV): -7.80
2S+1: 1
Gap between HOMO and LUMO (eV): 8.075

=====

Record 4
Below is a cluster of 2 separate species, C20H17BCl3O3S in total, with properties calculated with wB97M-V/def2-TZVPD.

Cartesian coordinates (Å):
Cl -3.3539 0.5534 -3.1777
B -2.8514 -0.9917 -2.2708
Cl -4.2890 -2.1674 -2.1629
Cl -1.4009 -1.8334 -3.0989
O -2.4354 -0.5627 -0.9230
C -1.9298 -1.2526 0.0376
C -2.3856 -1.0033 1.3842
C -2.2149 -1.9624 2.4184
C -2.5627 -1.6459 3.7270
C -3.1020 -0.3910 4.0395
C -3.3655 0.5268 3.0119
C -3.0402 0.2236 1.6948
H -1.2827 -2.1016 -0.1978
H -1.8230 -2.9505 2.1731
H -2.4037 -2.3688 4.5263
H -3.2647 -0.1003 5.0788
H -3.8173 1.4920 3.2469
H -3.2838 0.9136 0.8856
C 0.2994 3.4343 -4.0548
C -0.4095 2.2809 -3.6987
C 0.2253 1.2743 -2.9769
C 1.5458 1.4414 -2.5967
S 2.3498 0.1348 -1.6513
C 1.2901 0.0108 -0.2937
C 1.9047 -0.5339 0.8475
C 1.6757 -0.0685 2.1746
C 2.3684 -0.6366 3.2327
C 3.2508 -1.7075 3.0208
C 3.4958 -2.1829 1.7177
C 2.8573 -1.5839 0.6468
O 2.3252 -1.0503 -2.4803
O 3.6174 0.7181 -1.2656
C 2.2707 2.5883 -2.9189
C 1.6413 3.5859 -3.6671
H -0.2086 4.2196 -4.6174
H -1.4596 2.1533 -3.9541
H -0.3010 0.3602 -2.7043
H 0.4034 0.6425 -0.2794
H 1.0011 0.7805 2.3187
H 2.2050 -0.2652 4.2494
H 3.7314 -2.1988 3.8671
H 4.1837 -3.0196 1.5593
H 3.0453 -1.9286 -0.3717
H 3.2975 2.6894 -2.5702
H 2.2005 4.4838 -3.9264

Properties
HOMO level (eV): -3.29
2S+1: 1
Total charge: -1
Gap between HOMO and LUMO (eV): 3.776

=====

The evaluated molar mass for the records listed, in turn: 1077.3, 169.2, 1016.5, 454.6 g/mol.
The evaluated total energy for the records listed, in turn: -13660.085432, -537.478448, -3339.180991, -2801.792175 hartree.